Entry 1:
{
  "formula": "C32H50BrF15NO14S2",
  "method": "ωB97M-V/def2-TZVPD",
  "elements": ["C", "C", "C", "C", "C", "C", "C", "C", "C", "S", "O", "O", "N", "S", "O", "O", "C", "C", "C", "Br", "H", "H", "H", "H", "H", "H", "H", "H", "H", "H", "H", "H", "H", "H", "H", "H", "H", "H", "H", "H", "H", "H", "H", "H", "H", "C", "C", "O", "C", "O", "C", "F", "F", "F", "H", "H", "H", "H", "H", "C", "C", "O", "C", "O", "C", "F", "F", "F", "H", "H", "H", "H", "H", "C", "C", "O", "C", "O", "C", "F", "F", "F", "H", "H", "H", "H", "H", "C", "C", "O", "C", "O", "C", "F", "F", "F", "H", "H", "H", "H", "H", "C", "C", "O", "C", "O", "C", "F", "F", "F", "H", "H", "H", "H", "H"],
  "xyz": [[-0.53406, 3.10608, -0.85579], [-0.42172, 1.61128, -0.53666], [0.46358, 0.84458, -1.52946], [0.94200, -0.50355, -0.96922], [0.19570, -1.74139, -1.49750], [-1.32811, -1.62070, -1.48734], [-1.96768, -2.16681, -0.20805], [-3.45215, -1.75108, -0.09003], [-3.66239, -0.81421, 1.08556], [-5.36632, -0.38514, 1.50358], [-5.44046, 1.05399, 1.61751], [-5.61715, -1.09771, 2.74024], [-6.36500, -1.00892, 0.41061], [-6.28251, -0.43339, -1.08021], [-5.27471, 0.58411, -1.29865], [-6.28441, -1.52308, -2.02620], [-7.84927, 0.41537, -1.22571], [-8.36353, 0.67038, -2.64598], [-7.32933, 0.73512, -3.75960], [-9.76985, -0.60234, -3.14346], [-0.95896, 3.63022, -0.00036], [-1.19977, 3.26869, -1.70296], [0.44217, 3.51266, -1.09343], [-1.43487, 1.20654, -0.57042], [-0.05511, 1.47218, 0.48152], [1.30653, 1.47062, -1.81935], [-0.15169, 0.65029, -2.41055], [0.93431, -0.51541, 0.12215], [1.99385, -0.62575, -1.25101], [0.54055, -1.95367, -2.51215], [0.48243, -2.59714, -0.88033], [-1.74430, -2.18658, -2.32376], [-1.66926, -0.59629, -1.62372], [-1.41857, -1.80443, 0.66643], [-1.88858, -3.25533, -0.21869], [-4.10237, -2.62138, -0.01126], [-3.73028, -1.27063, -1.02481], [-3.27302, -1.29976, 1.97992], [-3.12340, 0.12654, 0.97477], [-7.68617, 1.38425, -0.75214], [-8.59339, -0.09971, -0.62616], [-8.87697, 1.62846, -2.62269], [-6.46207, 1.31635, -3.45800], [-7.79738, 1.18751, -4.63512], [-7.02497, -0.26613, -4.05074], [0.92157, -3.37423, 4.49246], [2.11219, -2.63333, 5.05922], [3.27138, -2.76942, 4.20579], [3.30756, -1.97404, 3.15237], [2.49838, -1.16498, 2.81716], [4.59819, -2.21529, 2.34806], [4.83174, -3.51923, 2.17034], [5.65661, -1.68897, 2.97339], [4.48368, -1.64127, 1.15701], [1.17498, -4.42017, 4.31572], [0.08600, -3.32758, 5.18940], [0.60281, -2.94177, 3.54474], [2.41046, -3.06071, 6.01228], [1.89298, -1.57824, 5.21674], [3.62199, -9.94096, 4.21531], [4.26094, -8.57372, 4.11521], [3.53319, -7.59615, 4.88699], [3.77741, -7.57624, 6.18563], [4.53365, -8.27286, 6.79322], [2.95036, -6.45212, 6.83850], [1.68821, -6.46435, 6.40657], [3.48349, -5.26436, 6.52776], [2.94055, -6.57606, 8.15771], [2.57419, -9.89340, 3.91854], [4.14024, -10.64266, 3.56295], [3.66536, -10.32093, 5.23528], [4.22833, -8.20556, 3.09268], [5.30182, -8.58907, 4.43522], [1.54639, 8.85952, -3.67178], [2.67582, 8.10208, -4.33350], [2.84753, 6.82023, -3.69861], [1.98213, 5.88302, -4.05563], [1.10372, 5.98564, -4.85774], [2.26203, 4.58928, -3.26707], [2.48452, 4.85433, -1.97981], [3.34820, 3.97387, -3.75517], [1.22726, 3.77062, -3.35975], [1.72351, 8.94076, -2.60292], [1.45485, 9.86118, -4.09111], [0.60048, 8.33807, -3.81476], [3.62535, 8.61718, -4.20659], [2.50437, 7.97202, -5.40135], [-2.11794, 7.00177, 1.79356], [-1.89782, 7.73072, 0.48749], [-0.82923, 8.70171, 0.59556], [0.39562, 8.21453, 0.50193], [0.71248, 7.07570, 0.33911], [1.42488, 9.35951, 0.58182], [1.15458, 10.21071, 1.57272], [1.42730, 10.04747, -0.57073], [2.64326, 8.87364, 0.77097], [-2.30358, 7.71253, 2.59958], [-2.97453, 6.33496, 1.70735], [-1.24621, 6.40717, 2.06296], [-2.77632, 8.30983, 0.21331], [-1.68089, 7.04039, -0.32626], [3.98267, -2.28398, -2.94678], [3.33821, -3.21183, -1.94183], [2.25185, -3.95337, -2.53577], [2.58898, -5.01278, -3.24562], [3.69087, -5.43115, -3.44884], [1.31523, -5.70405, -3.77207], [0.46081, -4.82231, -4.28670], [0.70481, -6.34913, -2.77231], [1.62333, -6.58933, -4.71287], [3.23393, -1.62415, -3.38625], [4.74350, -1.67685, -2.45748], [4.45215, -2.84430, -3.75493], [2.88686, -2.64043, -1.13355], [4.05949, -3.90179, -1.50551]],
  "mulliken_charge": [-1.32, 0.31, -0.76, -0.26, -0.52, -0.61, -0.49, -0.54, -0.71, 1.29, -0.69, -0.78, -0.59, 1.24, -0.63, -0.69, -1.15, 0.29, -1.43, -0.20, 0.43, 0.38, 0.13, -0.33, 0.38, 0.24, 0.34, 0.21, 0.13, 0.14, 0.36, 0.24, 0.45, 0.26, 0.27, 0.51, 0.22, 0.57, -0.02, 0.35, 0.47, 0.40, 0.28, 0.44, 0.37, -0.96, -0.26, -0.31, 0.34, -0.53, 0.95, -0.25, -0.28, -0.25, 0.23, 0.38, 0.25, 0.31, 0.37, -1.10, -0.25, -0.27, 0.26, -0.53, 1.00, -0.25, -0.25, -0.26, 0.31, 0.37, 0.32, 0.32, 0.32, -0.92, -0.27, -0.31, 0.20, -0.53, 1.09, -0.25, -0.29, -0.21, 0.10, 0.41, 0.33, 0.34, 0.33, -1.19, -0.13, -0.32, 0.36, -0.49, 0.88, -0.25, -0.26, -0.24, 0.35, 0.39, 0.32, 0.31, 0.28, -1.32, 0.16, -0.21, 0.22, -0.54, 0.92, -0.24, -0.26, -0.25, 0.31, 0.36, 0.43, -0.07, 0.46],
  "charge": -1,
  "e_homo_ev": -5.9,
  "multiplicity": 1
}

Entry 2:
{
  "formula": "C32H50CrGeN4OPS",
  "method": "ωB97M-V/def2-TZVPD",
  "elements": ["Cr", "C", "C", "C", "C", "C", "C", "C", "C", "C", "C", "C", "C", "C", "C", "C", "H", "H", "H", "H", "H", "H", "H", "H", "H", "H", "C", "C", "C", "C", "Ge", "C", "C", "C", "C", "H", "H", "H", "H", "H", "H", "H", "H", "H", "H", "H", "H", "H", "H", "H", "H", "H", "H", "H", "C", "N", "C", "P", "O", "N", "C", "C", "N", "C", "C", "H", "H", "H", "H", "H", "H", "H", "H", "H", "H", "H", "H", "H", "H", "H", "H", "H", "H", "S", "C", "C", "N", "C", "H", "H", "H"],
  "xyz": [[0.02505, 0.07502, 0.18988], [0.96967, -0.65017, -1.40955], [1.83087, -0.41105, -2.25493], [2.79569, -0.01369, -3.17728], [2.93819, -0.69328, -4.45595], [2.68109, -2.07127, -4.58610], [2.83753, -2.71185, -5.78227], [3.18060, -1.97248, -6.91903], [3.40550, -0.59480, -6.79919], [3.30547, 0.03321, -5.58650], [3.64399, 1.09210, -2.74292], [3.19420, 2.04160, -1.79509], [4.03943, 3.04581, -1.34074], [5.35314, 3.10830, -1.79726], [5.77075, 2.20564, -2.76811], [4.93226, 1.21950, -3.23446], [2.41306, -2.62009, -3.68850], [2.72831, -3.78681, -5.88827], [3.26020, -2.42538, -7.88714], [3.70841, -0.06533, -7.68934], [3.49946, 1.08988, -5.49536], [2.17484, 1.98874, -1.45276], [3.70696, 3.78032, -0.60530], [5.99791, 3.89434, -1.42071], [6.76488, 2.27009, -3.14507], [5.29327, 0.50681, -3.95602], [-6.39680, 1.54466, 1.18223], [-4.94148, 1.37480, 0.77308], [-4.83580, 0.90391, -0.64992], [-3.39248, 0.84409, -1.16745], [-2.39552, -0.65732, -0.38083], [-2.54658, -2.31616, -1.38346], [-3.94741, -2.58587, -1.98170], [-4.91384, -3.33347, -1.07890], [-5.27304, -2.74145, 0.26829], [-6.47796, 1.92579, 2.19162], [-6.91778, 0.58144, 1.17229], [-6.94151, 2.17832, 0.48827], [-4.43922, 0.67556, 1.45765], [-4.38696, 2.30479, 0.88904], [-5.45358, 1.57484, -1.26815], [-5.31153, -0.08799, -0.72816], [-2.88642, 1.78995, -0.99278], [-3.39695, 0.71640, -2.25441], [-2.74335, -0.92004, 1.11998], [-2.17071, -3.14696, -0.78481], [-1.82933, -2.20445, -2.18860], [-3.84448, -3.16793, -2.90037], [-4.36530, -1.64720, -2.34189], [-4.48580, -4.34605, -0.91972], [-5.84264, -3.54790, -1.62740], [-4.41495, -2.56599, 0.92176], [-5.94404, -3.41887, 0.80941], [-5.81369, -1.78517, 0.18911], [-0.06865, -2.75834, 3.05304], [0.67403, -1.71953, 3.78344], [1.30730, -2.14904, 5.02776], [0.97992, -0.23951, 3.17773], [-0.15380, 0.10509, 2.19887], [2.45903, -0.19504, 2.49168], [2.94833, 1.01174, 1.82010], [3.04845, -1.40315, 1.91075], [0.98876, 0.89083, 4.32486], [-0.29620, 1.22231, 4.91203], [2.12003, 1.28346, 5.18478], [0.62394, -3.54260, 2.71372], [-0.58730, -2.31238, 2.21364], [-0.81012, -3.22024, 3.69576], [1.94132, -3.03121, 4.87251], [0.52088, -2.42433, 5.74134], [1.93127, -1.38267, 5.48128], [2.47837, 1.92838, 2.18064], [2.82703, 0.97282, 0.72574], [4.02774, 1.07565, 1.97249], [2.72980, -2.30211, 2.41270], [4.14411, -1.30567, 1.97391], [2.83348, -1.50917, 0.83617], [-1.14805, 0.90187, 4.31877], [-0.36209, 2.31461, 5.03444], [-0.39543, 0.80793, 5.92591], [3.05767, 0.93045, 4.79454], [2.00904, 0.88479, 6.18581], [2.12447, 2.37546, 5.25737], [-0.92316, 4.51975, -0.64147], [-1.13661, 4.17779, 0.98843], [-0.76150, 2.88953, 1.21834], [-0.37694, 2.17722, 0.11953], [-0.41366, 2.93330, -0.95593], [-1.50631, 4.87828, 1.73048], [-0.80538, 2.32609, 2.14966], [-0.17132, 2.61071, -1.95710]],
  "mulliken_charge": [0.62, 0.51, -0.33, -0.27, 0.29, -0.55, -0.67, -0.45, -0.75, -0.23, 0.23, -0.15, -0.54, -0.57, -0.83, -0.30, 0.42, 0.39, 0.41, 0.39, 0.55, 0.57, 0.42, 0.41, 0.45, 0.62, -1.46, 0.09, -0.75, -0.81, 0.30, -0.70, -0.58, -0.57, -0.79, 0.40, 0.29, 0.35, 0.16, 0.22, 0.54, 0.03, 0.24, 0.55, -0.25, 0.39, 0.45, 0.41, 0.25, 0.31, 0.36, 0.12, 0.45, 0.16, -0.83, 0.47, -1.05, -0.01, -0.22, 0.24, -1.24, -0.76, 0.49, -1.10, -1.16, 0.31, 0.09, 0.33, 0.40, 0.31, 0.26, 0.35, 0.22, 0.43, 0.26, 0.36, 0.14, 0.28, 0.35, 0.34, 0.36, 0.38, 0.35, -0.16, -0.31, -1.08, 0.52, -0.35, 0.46, 0.37, 0.43],
  "charge": 1,
  "e_homo_ev": [-9.0, -10.1],
  "multiplicity": 5,
  "s2": 6.416
}

The lowest charge belongs to which entry? C32H50BrF15NO14S2

Which value of charge does entry 2 give? +1

Number 1 is which compound? C32H50BrF15NO14S2

Which of these has the highest multiplicity? C32H50CrGeN4OPS